Here is a 3-piece molecular cluster, C19H42BClN3O11P2 overall at a distorted geometry from OMol25. Energies are from ωB97M-V/def2-TZVPD.

The geometry in XYZ format:
```
79
Properties=species:S:1:pos:R:3:lowdin_charge:R:1
C 4.745 -4.377 -0.328 -0.08
C 3.670 -4.237 -1.431 -0.21
C 2.858 -2.926 -1.293 -0.17
N 1.391 -3.250 -1.238 0.10
C 0.620 -2.269 -0.662 -0.19
C 0.909 -0.908 -0.925 0.08
C 0.100 0.029 -0.337 0.01
C -0.931 -0.540 0.466 -0.65
Cl -1.961 0.592 1.273 0.81
N -1.211 -1.777 0.676 0.18
N -0.401 -2.647 0.084 -0.06
O -0.698 -3.958 0.296 0.21
B -1.859 -4.329 -0.438 -0.75
O -2.222 -3.629 -1.537 0.23
O -2.578 -5.421 -0.025 0.21
H 5.708 -4.106 -0.755 0.08
H 4.566 -3.691 0.502 0.07
H 4.781 -5.375 0.101 0.07
H 4.188 -4.242 -2.388 0.11
H 2.978 -5.081 -1.457 0.11
H 3.001 -2.393 -2.234 0.11
H 3.188 -2.346 -0.433 0.12
H 1.345 -4.096 -0.676 0.13
H 1.719 -0.603 -1.566 0.14
H 0.250 1.087 -0.483 0.13
H -3.159 -3.779 -1.709 0.14
H -2.343 -6.152 -0.612 0.13
O -2.057 0.240 -7.496 -0.20
P -1.060 0.377 -6.411 0.53
O -1.758 1.296 -5.269 -0.19
C -2.867 0.772 -4.540 -0.27
C -2.406 -0.155 -3.430 -0.08
O -0.016 1.464 -7.028 -0.21
C 0.087 1.682 -8.440 -0.30
C -0.634 2.952 -8.834 -0.07
O 0.105 -0.231 -5.425 -0.21
C 0.780 -1.443 -5.843 -0.27
C 1.782 -1.182 -6.951 -0.07
H -3.557 0.259 -5.216 0.12
H -3.394 1.625 -4.115 0.12
H -1.951 -1.061 -3.838 0.07
H -3.244 -0.450 -2.796 0.08
H -1.649 0.338 -2.816 0.06
H -0.290 0.826 -9.000 0.10
H 1.151 1.774 -8.671 0.12
H -1.684 2.913 -8.544 0.08
H -0.575 3.113 -9.911 0.08
H -0.192 3.811 -8.327 0.08
H 0.043 -2.188 -6.154 0.12
H 1.292 -1.833 -4.962 0.10
H 1.277 -0.926 -7.884 0.07
H 2.390 -2.069 -7.133 0.08
H 2.433 -0.348 -6.694 0.09
O -0.315 1.238 8.197 -0.21
P -0.474 2.206 7.088 0.52
O 0.432 1.638 5.862 -0.19
C 0.043 0.430 5.217 -0.28
C -1.065 0.662 4.201 -0.14
O 0.474 3.444 7.565 -0.21
C 0.818 3.632 8.941 -0.30
C 2.229 3.154 9.206 -0.07
O -1.372 3.202 6.157 -0.20
C -2.639 3.678 6.684 -0.26
C -2.447 4.753 7.735 -0.07
H -0.260 -0.314 5.960 0.11
H 0.932 0.048 4.712 0.12
H -1.993 0.957 4.696 0.08
H -1.255 -0.247 3.634 0.03
H -0.793 1.465 3.519 0.05
H 0.104 3.134 9.598 0.10
H 0.747 4.703 9.143 0.12
H 2.342 2.103 8.940 0.08
H 2.489 3.277 10.258 0.08
H 2.939 3.718 8.601 0.08
H -3.209 2.838 7.087 0.12
H -3.194 4.078 5.837 0.12
H -2.016 4.339 8.649 0.07
H -3.403 5.208 7.993 0.08
H -1.768 5.526 7.376 0.09
```

## Properties
Largest force on an atom, eV/Å: 6.6
Charge: +1
2S+1: 1
LUMO level, eV: -4.7
Energy, Eh: -2908.734973



Here is a 7-piece molecular cluster, C17H23Cl25N2O3P overall at a distorted geometry from OMol25. Energies are from ωB97M-V/def2-TZVPD.

The geometry in XYZ format:
```
71
Properties=species:S:1:pos:R:3:lowdin_charge:R:1
N -1.913 -2.139 5.089 0.11
C -0.765 -2.129 4.590 -0.28
C -0.204 -3.245 3.754 -0.13
C -0.502 -3.039 2.237 -0.48
C 0.085 -1.632 1.880 -0.12
C 0.619 -1.463 0.433 -0.18
C 0.466 0.031 0.021 -0.21
C -0.485 0.179 -1.200 -0.20
C -1.432 1.390 -1.082 -0.31
N -2.228 1.532 -2.327 -0.03
C -0.130 -4.271 1.347 -0.22
O -1.303 -5.075 1.188 -0.32
P -2.537 -3.900 0.866 0.50
C -3.889 -4.755 1.950 -0.27
C -5.205 -4.602 1.264 -0.89
O -5.976 -3.767 1.444 0.03
Cl -5.627 -5.850 -0.024 0.50
O -1.914 -2.905 2.158 -0.30
H -2.037 -1.264 5.601 0.04
H -0.095 -1.273 4.749 0.11
H 0.881 -3.277 3.935 0.11
H -0.581 -4.217 4.083 0.12
H 0.917 -1.408 2.557 0.11
H -0.717 -0.915 2.037 0.11
H 1.693 -1.671 0.456 0.10
H 0.096 -2.099 -0.272 0.07
H 1.436 0.464 -0.261 0.02
H 0.088 0.658 0.835 0.10
H 0.133 0.298 -2.092 0.06
H -1.110 -0.711 -1.306 0.11
H -0.861 2.305 -0.903 0.05
H -2.086 1.256 -0.218 0.11
H -1.546 1.466 -3.080 0.06
H -2.744 0.656 -2.403 0.07
H 0.517 -4.909 1.968 0.11
H 0.289 -4.101 0.358 0.09
H -3.068 -4.653 -0.250 -0.02
H -3.522 -2.870 0.573 0.00
H -1.640 -3.170 -0.013 0.00
H -4.021 -4.253 2.908 0.08
H -3.691 -5.823 2.062 0.07
C -3.644 4.765 -1.867 -2.03
Cl -3.890 3.911 -0.344 0.50
Cl -1.912 4.830 -2.218 0.51
Cl -4.475 3.902 -3.165 0.52
Cl -4.291 6.410 -1.744 0.52
C 2.790 2.859 -2.009 -2.00
Cl 4.189 3.784 -2.574 0.48
Cl 3.068 2.336 -0.342 0.56
Cl 1.338 3.865 -2.068 0.51
Cl 2.558 1.449 -3.047 0.56
C 3.463 7.066 -5.373 -2.05
Cl 5.137 6.491 -5.343 0.51
Cl 2.853 7.017 -7.032 0.52
Cl 2.471 6.031 -4.345 0.49
Cl 3.402 8.730 -4.773 0.52
C 7.091 1.124 -2.534 -2.03
Cl 6.703 1.118 -4.260 0.52
Cl 5.791 0.336 -1.637 0.50
Cl 8.607 0.255 -2.269 0.51
Cl 7.266 2.795 -1.977 0.50
C 8.316 -0.439 1.791 -2.05
Cl 9.717 0.503 1.261 0.51
Cl 8.558 -0.958 3.465 0.52
Cl 6.861 0.558 1.690 0.51
Cl 8.132 -1.861 0.757 0.51
C -7.099 1.651 1.007 -2.05
Cl -8.734 2.332 1.087 0.50
Cl -6.128 2.300 2.339 0.51
Cl -7.181 -0.106 1.140 0.55
Cl -6.350 2.095 -0.528 0.48
```

## Properties
Largest force on an atom, eV/Å: 3.5
Charge: -1
2S+1: 1
LUMO level, eV: 1.2
Energy, Eh: -12842.849727



Here is one molecule with the formula C5H12N2O at a distorted geometry from OMol25. Energies are from ωB97M-V/def2-TZVPD.

The geometry in XYZ format:
```
20
Properties=species:S:1:pos:R:3:lowdin_charge:R:1
C 1.087 -1.407 -1.492 -0.02
C 0.838 -1.293 -0.002 -0.54
O 0.158 -2.107 0.609 0.01
C 1.132 0.005 0.554 -0.02
C -0.617 0.519 0.456 -0.59
C -0.530 1.948 -0.044 -0.04
N -1.503 -0.215 -0.373 0.09
N -1.090 0.360 1.776 0.08
H 2.064 -1.863 -1.654 0.09
H 0.337 -2.042 -1.954 0.08
H 1.091 -0.426 -1.961 0.08
H 1.360 0.028 1.614 0.10
H 1.792 0.639 -0.024 0.09
H -1.527 2.382 -0.082 0.08
H -0.105 1.962 -1.045 0.08
H 0.094 2.548 0.613 0.08
H -1.325 -0.122 -1.363 0.09
H -1.591 -1.187 -0.105 0.08
H -1.099 -0.623 2.024 0.09
H -0.562 0.891 2.455 0.09
```

## Properties
SMILES string: CC(=O)CC(C)(N)N
Largest force on an atom, eV/Å: 1.4
2S+1: 1
LUMO level, eV: 0.8
Energy, Eh: -382.436430



Here is one molecule with the formula C3H3N3O at a distorted geometry from OMol25. Energies are from ωB97M-V/def2-TZVPD.

The geometry in XYZ format:
```
10
Properties=species:S:1:pos:R:3:lowdin_charge:R:1
O 1.892 -0.434 0.548 0.10
C 0.906 -0.046 -0.281 -0.39
C 0.371 1.277 -0.223 -0.06
N -0.815 1.258 0.338 0.04
N -1.552 0.168 0.494 0.00
C -1.172 -0.842 -0.289 -0.21
N 0.089 -0.989 -0.672 0.15
H 1.368 -1.023 1.122 0.13
H 0.814 2.231 -0.493 0.12
H -1.901 -1.600 -0.544 0.11
```

## Properties
SMILES string: Oc1cnncn1
Largest force on an atom, eV/Å: 1.0
2S+1: 1
LUMO level (spin up / spin down), eV: -0.1 / -0.1
Energy, Eh: -355.532448



Here is a 9-piece molecular cluster, C30H77BF4N2O18P3S3 overall at a distorted geometry from OMol25. Energies are from ωB97M-V/def2-TZVPD.

The geometry in XYZ format:
```
138
Properties=species:S:1:pos:R:3:lowdin_charge:R:1
N -15.454 1.158 -12.113 0.33
H -16.127 1.503 -12.782 0.06
H -15.520 0.152 -12.044 0.12
H -15.482 1.644 -11.228 0.05
H -14.521 1.321 -12.464 0.15
N -17.561 4.539 -15.748 0.30
H -17.747 4.143 -16.658 0.04
H -16.560 4.548 -15.616 0.13
H -17.926 3.928 -15.030 0.06
H -17.961 5.464 -15.684 0.11
B -17.712 2.277 -13.602 -1.42
F -17.595 3.129 -12.535 0.18
F -18.791 2.651 -14.336 0.18
F -16.535 2.291 -14.353 0.13
F -17.946 0.990 -13.127 0.15
C -20.900 -1.848 -11.263 -0.21
C -19.659 -1.212 -11.915 -0.25
C -19.761 -1.410 -13.410 -0.21
S -20.602 -3.021 -13.750 0.71
O -19.648 -4.065 -14.155 -0.34
O -21.720 -2.661 -14.584 -0.33
C -21.079 -3.177 -11.958 -0.21
H -21.676 -1.091 -11.383 0.12
H -20.736 -2.032 -10.201 0.12
H -18.790 -1.658 -11.433 0.11
H -19.656 -0.129 -11.790 0.08
H -18.905 -1.549 -14.071 0.07
H -20.479 -0.625 -13.647 0.11
H -20.267 -3.794 -11.574 0.10
H -21.983 -3.782 -11.902 0.11
C -18.752 1.338 -7.834 -0.20
C -18.562 1.443 -9.295 -0.27
C -19.598 2.358 -9.881 -0.20
S -19.778 3.714 -8.643 0.73
O -21.213 3.841 -8.379 -0.34
O -19.050 4.880 -9.112 -0.34
C -18.833 2.805 -7.344 -0.19
H -17.928 0.869 -7.296 0.13
H -19.664 0.811 -7.554 0.13
H -18.582 0.454 -9.753 0.11
H -17.560 1.804 -9.526 0.09
H -20.478 1.742 -9.696 0.10
H -19.594 2.668 -10.926 0.10
H -19.299 2.904 -6.363 0.11
H -17.944 3.419 -7.201 0.08
C -14.108 6.261 -10.383 -0.22
C -15.329 5.928 -11.201 -0.22
C -16.294 5.240 -10.235 -0.20
S -15.218 4.011 -9.283 0.79
O -15.292 2.734 -9.966 -0.39
O -15.544 4.126 -7.822 -0.34
C -13.576 4.867 -9.842 -0.15
H -14.222 6.869 -9.486 0.12
H -13.381 6.848 -10.944 0.12
H -15.003 5.340 -12.059 0.11
H -15.841 6.830 -11.536 0.12
H -17.154 4.676 -10.595 0.07
H -16.735 5.807 -9.415 0.10
H -13.243 4.268 -10.690 0.08
H -12.822 4.846 -9.055 0.10
C -20.368 5.619 -18.948 -0.07
C -20.962 4.568 -18.058 -0.25
O -21.868 5.174 -17.080 -0.18
P -21.354 5.473 -15.597 0.54
O -19.896 5.696 -15.460 -0.24
O -22.243 6.774 -15.105 -0.19
C -23.584 6.753 -15.489 -0.28
C -24.267 7.451 -14.291 -0.06
O -22.002 4.174 -14.769 -0.18
C -21.462 3.954 -13.424 -0.26
C -22.389 4.445 -12.311 -0.07
H -21.179 6.303 -19.200 0.09
H -19.650 6.275 -18.457 0.08
H -19.936 5.165 -19.840 0.08
H -21.650 3.964 -18.649 0.12
H -20.333 3.729 -17.759 0.10
H -23.709 7.319 -16.412 0.12
H -23.935 5.725 -15.583 0.11
H -25.317 7.164 -14.346 0.07
H -23.964 7.164 -13.284 0.07
H -24.324 8.537 -14.212 0.08
H -21.415 2.871 -13.310 0.11
H -20.536 4.477 -13.182 0.11
H -22.213 4.027 -11.320 0.07
H -22.324 5.523 -12.167 0.07
H -23.437 4.246 -12.532 0.08
C -12.319 -1.454 -17.106 -0.08
C -12.937 -1.440 -15.766 -0.32
O -14.018 -2.351 -15.800 -0.18
P -15.027 -2.377 -14.524 0.56
O -14.588 -1.560 -13.350 -0.26
O -16.502 -1.987 -15.193 -0.19
C -16.712 -0.698 -15.718 -0.27
C -16.368 -0.653 -17.223 -0.04
O -15.134 -3.998 -14.309 -0.16
C -16.171 -4.448 -13.351 -0.25
C -15.503 -5.173 -12.152 -0.07
H -11.654 -0.608 -17.277 0.08
H -11.685 -2.335 -17.208 0.09
H -13.138 -1.434 -17.826 0.08
H -12.232 -1.724 -14.985 0.13
H -13.268 -0.408 -15.651 0.10
H -17.745 -0.402 -15.534 0.11
H -16.099 0.018 -15.169 0.09
H -16.770 0.250 -17.683 0.04
H -15.294 -0.637 -17.404 0.06
H -16.811 -1.413 -17.867 0.09
H -16.800 -3.722 -12.836 0.10
H -16.898 -5.158 -13.747 0.12
H -15.047 -4.465 -11.460 0.07
H -16.221 -5.730 -11.550 0.08
H -14.772 -5.814 -12.644 0.08
C -15.294 5.360 -22.243 -0.06
C -16.030 4.093 -21.737 -0.30
O -16.531 4.361 -20.492 -0.16
P -17.020 3.198 -19.470 0.49
O -17.775 3.674 -18.253 -0.25
O -15.674 2.388 -19.098 -0.17
C -14.659 3.198 -18.443 -0.28
C -14.101 2.510 -17.255 -0.06
O -17.835 2.255 -20.407 -0.16
C -18.548 1.120 -19.835 -0.23
C -19.774 0.675 -20.632 -0.05
H -15.916 6.175 -22.613 0.07
H -14.668 5.916 -21.545 0.08
H -14.741 5.126 -23.153 0.08
H -16.598 3.609 -22.531 0.13
H -15.183 3.415 -21.636 0.11
H -13.914 3.593 -19.134 0.13
H -15.133 4.129 -18.133 0.10
H -13.389 1.796 -17.671 0.08
H -13.660 3.290 -16.635 0.09
H -14.872 1.999 -16.679 0.07
H -17.735 0.396 -19.881 0.12
H -18.866 1.271 -18.803 0.11
H -19.593 1.090 -21.623 0.08
H -20.015 -0.385 -20.712 0.09
H -20.678 1.253 -20.444 0.07
```

## Properties
Largest force on an atom, eV/Å: 4.6
Charge: +1
2S+1: 1
LUMO level, eV: -2.3
Energy, Eh: -5296.279623



Here is C4H11BClF4PdTi as an isolated structure at a distorted geometry from OMol25. Energies are from ωB97M-V/def2-TZVPD.

The geometry in XYZ format:
```
23
Properties=species:S:1:pos:R:3:lowdin_charge:R:1
Ti -1.213 -0.502 0.333 0.35
Cl -2.774 -0.935 1.913 -0.13
C -0.991 -2.416 -0.332 -0.33
C -2.457 0.360 -1.056 -0.32
H -1.947 -2.633 -0.840 -0.03
H -0.148 -2.605 -1.003 -0.04
H -0.932 -3.045 0.571 -0.03
H -2.882 -0.528 -1.552 -0.02
H -2.053 1.044 -1.812 -0.03
H -3.262 0.836 -0.471 -0.04
Pd 1.244 0.754 0.120 0.63
C 1.227 2.623 -0.638 -0.32
C 0.156 -0.108 -1.304 -0.34
H 1.258 2.549 -1.732 -0.07
H 0.294 3.093 -0.292 -0.06
H 2.128 3.106 -0.227 -0.07
H 0.114 0.766 -1.971 -0.06
H 0.764 -0.955 -1.668 -0.04
F 1.422 -1.165 1.671 -0.03
B 2.340 -0.298 2.436 -1.17
F 3.579 -0.287 1.772 0.08
F 1.739 1.050 2.332 -0.05
F 2.394 -0.705 3.751 0.12
```

## Properties
Largest force on an atom, eV/Å: 2.7
Charge: -2
2S+1: 4
LUMO level (spin up / spin down), eV: 5.5 / 5.4
Energy, Eh: -2020.935055



Here is an isolated ion of composition C12H25BN3O3 and charge +1 at a distorted geometry from OMol25. Energies are from ωB97M-V/def2-TZVPD.

The geometry in XYZ format:
```
44
Properties=species:S:1:pos:R:3:lowdin_charge:R:1
C -1.237 -3.146 -2.123 -0.14
C -0.816 -1.699 -2.846 -0.23
C -1.445 -0.456 -1.931 -0.22
C -1.284 1.018 -2.635 -0.21
C -0.308 2.065 -1.830 -0.20
C 1.250 1.539 -1.690 -0.17
C 1.819 1.660 -0.135 -0.08
C 0.895 0.668 0.786 0.01
N 1.079 -0.834 0.809 0.01
B 2.062 -1.762 0.122 -0.39
C 2.526 -3.114 0.995 -0.04
O 2.636 -1.602 -1.228 0.04
N 0.177 -1.508 1.616 0.16
C -0.707 -0.444 2.273 -0.07
O -1.799 -0.748 3.225 0.03
N -0.249 0.932 1.746 0.02
C -0.788 2.308 2.101 -0.09
C -0.751 2.411 3.768 -0.18
O -2.176 2.440 4.187 -0.14
H -2.109 -3.002 -1.341 0.08
H -1.617 -3.926 -2.934 0.09
H -0.341 -3.646 -1.559 0.07
H -1.324 -1.699 -3.922 0.12
H 0.354 -1.672 -2.921 0.09
H -2.614 -0.684 -1.869 0.12
H -1.058 -0.509 -0.819 0.09
H -0.984 0.876 -3.781 0.13
H -2.366 1.518 -2.655 0.12
H -0.253 3.054 -2.493 0.12
H -0.762 2.427 -0.789 0.10
H 1.996 2.160 -2.353 0.13
H 1.261 0.435 -2.107 0.11
H 2.949 1.303 -0.041 0.14
H 1.733 2.768 0.233 0.13
H 1.586 -3.790 1.165 0.09
H 2.843 -2.686 2.061 0.10
H 3.408 -3.629 0.423 0.09
H 3.472 -1.043 -1.224 0.13
H -2.631 -0.225 2.990 0.15
H 0.036 3.082 1.720 0.14
H -1.853 2.538 1.669 0.16
H -0.170 3.383 4.129 0.14
H -0.236 1.471 4.259 0.14
H -2.206 1.763 4.948 0.12
```

## Properties
SMILES string: CCCCCCCc1n(B(C)O)nc(O)[n+]1CCO
Largest force on an atom, eV/Å: 7.0
Charge: +1
2S+1: 1
LUMO level, eV: -4.2
Energy, Eh: -886.591572